C18H32N3OPPtSi | ωB97M-V/def2-TZVPD

As for the energy relative to the best compared isomer or geometry (same formula, charge and spin): 90.2 kJ/mol. The calculation puts the molecular weight at 560.61 g/mol. For the HOMO energy (spin up / spin down), the calculation gives -2.907 / -7.178 eV. Its HOMO-LUMO gap (spin up / spin down) is 3.4 / 6.2 eV.

Structure (ORCA input):
```
! RIJCOSX wB97M-V def2-TZVPD def2/J DEFGRID3
* xyz 0 5
Pt 0.0007 -0.1592 -0.4006
Si -0.3269 2.2152 -0.4541
P -0.1204 -0.1819 -2.6712
N 1.9175 -0.4225 -0.2229
H -0.6101 -1.6794 -0.6588
C -0.2582 -1.7966 -3.4980
H -0.2521 -1.6614 -4.5903
H -1.1980 -2.2833 -3.2097
H 0.5837 -2.4405 -3.2168
C -1.5196 0.7218 -3.4145
H -1.4657 0.6162 -4.5062
H -1.4973 1.7885 -3.1688
H -2.4632 0.2880 -3.0650
C 1.3750 0.5448 -3.4215
H 1.2930 0.5273 -4.5150
H 2.2480 -0.0437 -3.1214
H 1.5100 1.5784 -3.0917
C -2.0740 2.9330 -0.3817
H -2.5721 2.5793 0.5308
H -2.6643 2.6624 -1.2669
H -1.9473 4.0264 -0.3320
H 0.2989 2.6181 0.8401
H 0.3449 2.8279 -1.6397
C 3.1447 0.0156 -0.1432
C 5.4598 -0.7173 0.1365
C 4.1243 -1.0202 0.0628
C 3.6013 1.3866 -0.2332
C 4.9501 1.6512 -0.1573
C 5.8830 0.6175 0.0233
H 6.1682 -1.5293 0.2844
H 3.7089 -2.0272 0.1421
H 2.8437 2.1633 -0.3564
H 5.3044 2.6780 -0.2366
H 6.9470 0.8501 0.0779
C -3.5068 -0.6106 -0.1119
O -2.5451 0.1716 -0.3077
C -3.3578 -1.8721 0.6693
H -4.2108 -2.5389 0.4869
H -3.3175 -1.6369 1.7465
H -2.4096 -2.3558 0.3962
C -4.8914 -0.2712 -0.5610
H -5.2636 -1.0984 -1.1819
H -4.9162 0.6825 -1.1067
H -5.5281 -0.2217 0.3327
N -0.2788 -1.0457 5.8505
C -0.2531 -0.8675 4.5057
C -1.0234 0.1548 3.9039
C -0.9438 0.3451 2.5343
N -0.1100 -0.3849 1.7588
C 0.6087 -1.3868 2.3109
C 0.5768 -1.6489 3.6717
H -0.8736 -0.4775 6.4351
H 0.2750 -1.7737 6.2959
H -1.6561 0.8073 4.4999
H -1.5539 1.1059 2.0482
H 1.2124 -1.9799 1.6256
H 1.2286 -2.4237 4.0729
*
```

Results of the Löwdin charge analysis, in e, for atoms 1 through 8: number 1, Pt, carries 0.894; number 2, Si, carries 0.408; number 3, P, carries 0.597; number 4, N, carries -0.103; number 5, H, carries -0.016; number 6, C, carries -0.262; number 7, H, carries 0.052; number 8, H, carries 0.050

C3H15NO3 | ωB97M-V/def2-TZVPD

As for the energy relative to the best compared isomer or geometry (same formula, charge and spin): 170.1 kJ/mol. As for the SMILES: CN(C)C.O.O.O. The calculation puts the molecular weight at 113.16 g/mol. For the HOMO energy, the calculation gives -8.792 eV. Its HOMO-LUMO gap is 9.2 eV.

Structure (ORCA input):
```
! RIJCOSX wB97M-V def2-TZVPD def2/J DEFGRID3
* xyz 0 1
C -1.4220 -0.0116 0.0538
N -1.6057 -0.7938 -1.1718
C -1.8266 0.1209 -2.3043
C -0.3557 -1.4544 -1.6014
H -1.3265 1.0577 -0.2109
H -0.4833 -0.2045 0.5877
H -2.2894 -0.0975 0.7207
H -2.6658 0.7944 -2.2344
H -0.9739 0.7345 -2.6302
H -1.9568 -0.5278 -3.2032
H -0.4359 -1.9684 -2.5761
H 0.1105 -2.1238 -0.8867
H 0.4770 -0.7125 -1.6286
O 3.3031 1.9809 -0.3461
H 3.8401 1.1844 -0.5144
H 3.1618 1.9361 0.6010
O 0.2536 -1.0699 3.2724
H -0.1298 -1.9157 3.0314
H 0.2732 -1.1075 4.2360
O 1.7556 1.4653 2.2125
H 1.3186 0.8640 2.8177
H 0.9780 1.8493 1.7748
*
```

Results of the natural (NBO) charge analysis, in e, for atoms 1 through 8: number 1, C, carries -0.431; number 2, N, carries -0.434; number 3, C, carries -0.427; number 4, C, carries -0.428; number 5, H, carries 0.180; number 6, H, carries 0.201; number 7, H, carries 0.202; number 8, H, carries 0.201

C49H46BBaBrF3N6O7PS2 | ωB97M-V/def2-TZVPD

As for the energy relative to the best compared isomer or geometry (same formula, charge and spin): 32.7 kJ/mol. The calculation puts the molecular weight at 1211.09 g/mol. For the HOMO energy, the calculation gives -1.755 eV. Its HOMO-LUMO gap is 4.8 eV.

Structure (ORCA input):
```
! RIJCOSX wB97M-V def2-TZVPD def2/J DEFGRID3
* xyz -2 1
Ba 0.2313 0.8486 0.4110
C 0.0736 1.7374 -4.2849
C -0.3193 1.4949 -2.8531
N 0.3534 2.0077 -1.8652
N 1.3452 2.8429 -2.2263
C 2.1074 3.3762 -1.2949
N 3.0130 4.2778 -1.7822
S 2.1704 3.0910 0.3962
C -1.5042 0.7004 -2.5507
C -2.4639 0.4302 -3.5333
C -3.5935 -0.2923 -3.2065
C -3.7628 -0.7367 -1.9017
C -2.7764 -0.4235 -0.9849
N -1.6775 0.2599 -1.2884
H 1.1274 1.9977 -4.3042
H -0.4814 2.5776 -4.7116
H -0.0979 0.8480 -4.8926
H 2.7950 4.6981 -2.6718
H 3.4588 4.8580 -1.0945
H -2.3288 0.8142 -4.5340
H -4.3442 -0.5046 -3.9574
H -4.6367 -1.2982 -1.6037
H -2.8704 -0.7263 0.0532
F -2.1469 -0.1901 4.4961
C -1.6381 -1.0117 3.5549
F -2.6683 -1.7105 3.0361
F -0.8368 -1.8858 4.1771
C -0.8999 -0.1834 2.4565
O -1.6496 0.5118 1.7519
O 0.3278 -0.3022 2.4172
N -0.8657 4.7858 -0.2881
C -1.0647 6.1083 0.1077
C 0.0212 6.8977 0.4928
C -0.1621 8.2399 0.7939
C -1.4218 8.8105 0.7267
C -2.5093 8.0263 0.3775
C -2.3374 6.6850 0.0742
S -1.6731 10.5623 1.0486
O -0.3707 11.0564 1.4871
O -2.7065 10.6023 2.0807
O -2.1108 11.1012 -0.2375
H -1.6807 4.1954 -0.2934
H -0.0305 4.3324 0.0688
H 1.0034 6.4397 0.5529
H 0.6660 8.8710 1.0911
H -3.4902 8.4850 0.3537
H -3.1892 6.0695 -0.2003
C -5.5259 -6.3911 0.0359
C -4.2597 -6.5642 -0.8132
C -4.6818 -6.6863 -2.2797
C -3.5527 -7.8725 -0.4176
C -3.2895 -5.4039 -0.5792
C -2.7748 -5.1880 0.7016
C -1.7918 -4.2403 0.9738
C -1.3187 -3.5059 -0.0903
O -0.2885 -2.6119 -0.1524
B -0.1557 -2.2742 -1.5054
O -1.1702 -2.8948 -2.2476
C -1.8463 -3.6830 -1.3657
C -2.8300 -4.6105 -1.6334
H -6.1955 -7.2425 -0.1132
H -6.0531 -5.4794 -0.2513
H -5.2848 -6.3240 1.0971
H -5.3352 -7.5532 -2.3968
H -3.8158 -6.8251 -2.9283
H -5.2301 -5.8015 -2.6093
H -4.1841 -8.7338 -0.6540
H -3.3288 -7.8944 0.6489
H -2.6111 -7.9695 -0.9603
H -3.1308 -5.7978 1.5232
H -1.4050 -4.0943 1.9739
H -3.1936 -4.7043 -2.6468
Br -0.8094 4.4235 7.2251
C -0.4916 3.8018 5.4619
C -1.2844 4.2424 4.4192
C -1.0074 3.7411 3.1554
N -0.0241 2.8827 2.9036
C 0.7347 2.4852 3.9220
C 0.5386 2.9092 5.2272
H -2.0812 4.9554 4.5714
H -1.5963 4.0628 2.3037
H 1.5307 1.7888 3.6806
H 1.1672 2.5558 6.0317
C 7.5673 -1.2673 -1.5044
C 6.5453 -1.4370 -2.4292
C 5.2279 -1.2120 -2.0660
C 4.8931 -0.8219 -0.7670
C 5.9303 -0.6418 0.1478
C 7.2519 -0.8647 -0.2166
P 3.0822 -0.5549 -0.3989
C 2.3529 -1.9423 -1.2273
C 2.8991 -3.2218 -1.2224
C 2.6150 -4.1497 -2.2127
C 1.9764 -3.6698 -3.3990
C 1.3932 -2.4532 -3.4488
C 1.1676 -1.6773 -2.1617
C 3.1486 -0.9079 1.4136
C 3.5588 0.1482 2.2325
C 3.6058 -0.0018 3.6109
C 3.2163 -1.2029 4.1882
C 2.7868 -2.2470 3.3828
C 2.7513 -2.1020 2.0029
H 8.5978 -1.4496 -1.7864
H 6.7752 -1.7583 -3.4386
H 4.4314 -1.3634 -2.7867
H 5.7119 -0.3356 1.1608
H 8.0407 -0.7247 0.5143
H 3.6556 -3.4667 -0.4803
H 3.0522 -5.1404 -2.1908
H 2.0447 -4.2677 -4.3040
H 0.9804 -2.0530 -4.3697
H 1.1032 -0.6107 -2.3957
H 3.8202 1.0999 1.7797
H 3.9314 0.8215 4.2375
H 3.2305 -1.3180 5.2658
H 2.4594 -3.1759 3.8354
H 2.3873 -2.9085 1.3777
*
```

Results of the Löwdin charge analysis, in e, for atoms 1 through 8: number 1, Ba, carries 1.900; number 2, C, carries -0.038; number 3, C, carries -0.316; number 4, N, carries -0.158; number 5, N, carries -0.036; number 6, C, carries -0.906; number 7, N, carries 0.057; number 8, S, carries 0.450

C25H57N8O11 | ωB97M-V/def2-TZVPD

As for the energy relative to the best compared isomer or geometry (same formula, charge and spin): 448.8 kJ/mol. The calculation puts the molecular weight at 645.78 g/mol. For the HOMO energy, the calculation gives -4.370 eV. Its HOMO-LUMO gap is 6.4 eV.

Structure (ORCA input):
```
! RIJCOSX wB97M-V def2-TZVPD def2/J DEFGRID3
* xyz -1 1
O 0.2450 -0.6997 -0.5040
C -0.2743 -0.0003 0.5493
O 0.1945 1.1053 0.9334
O -1.2783 -0.5204 1.1180
H -0.4844 -1.3447 -0.5278
C 2.9969 3.3080 1.1449
C 2.4823 3.4950 2.5625
O 1.3602 3.0995 2.8087
N 3.3246 3.9600 3.5146
C 4.5528 4.6896 3.1751
H 2.2995 2.7003 0.5700
H 4.0395 3.0049 1.2175
H 2.8426 4.2638 0.6284
H 2.9623 4.0483 4.4485
H 5.2772 4.0015 2.7429
H 4.8257 5.3390 4.0023
H 4.2843 5.3879 2.3762
C 0.7067 -4.8701 -5.9797
C 0.3694 -3.8574 -4.8872
O -0.6166 -3.1519 -5.0373
N 1.2164 -3.7896 -3.8435
C 0.9759 -2.9700 -2.6521
H 0.7753 -5.8757 -5.5557
H 1.5679 -4.4607 -6.5102
H -0.0441 -5.0704 -6.7434
H 2.0899 -4.2844 -3.8855
H 1.8632 -3.1602 -2.0475
H 0.1386 -3.4048 -2.1109
H 0.9566 -1.9087 -2.8816
C 2.7480 0.8980 -2.9080
C 4.0099 0.1749 -3.3706
O 5.1336 0.4761 -3.0282
N 3.7469 -0.9575 -4.0877
C 4.7932 -1.8404 -4.5634
H 1.8378 0.3554 -2.6311
H 2.3133 1.5163 -3.6976
H 3.0041 1.3956 -1.9740
H 2.8668 -1.1246 -4.5449
H 5.7670 -1.6001 -4.1418
H 4.7773 -1.7905 -5.6534
H 4.7095 -2.8896 -4.2626
C 0.6770 -7.0714 -1.4772
C 0.4400 -6.0881 -0.3835
O 1.2922 -5.9736 0.5044
N -0.7159 -5.4206 -0.3567
C -0.9755 -4.4487 0.6920
H 1.0303 -8.0144 -1.0721
H 1.2948 -6.6447 -2.2707
H -0.2146 -7.2695 -2.0840
H -1.3832 -5.4716 -1.1055
H -1.5211 -3.6841 0.1347
H -0.1186 -4.0981 1.2515
H -1.6987 -4.9480 1.3443
C -1.0729 4.3788 0.7327
C -1.8521 4.4963 2.0008
O -1.4084 4.1014 3.0491
N -3.1271 4.9354 1.7523
C -4.1630 5.0026 2.7833
H -0.3003 3.6125 0.7324
H -0.7295 5.3704 0.4052
H -1.6553 4.2344 -0.1874
H -3.4755 5.0634 0.8223
H -5.0069 4.4670 2.3362
H -4.4571 6.0149 3.0565
H -3.9100 4.3639 3.6276
C 3.6200 0.1052 2.4774
C 3.2099 0.1046 3.8998
O 2.2386 0.7586 4.2490
N 3.9887 -0.5314 4.8126
C 3.5585 -0.7166 6.1891
H 3.5229 -0.8768 2.0087
H 4.6029 0.5672 2.3701
H 2.8856 0.6730 1.9035
H 4.8887 -0.9179 4.5901
H 4.3252 -1.1122 6.8506
H 2.6930 -1.3730 6.3103
H 3.1852 0.2677 6.4802
C -5.5284 0.5394 -3.0932
C -4.1025 0.5490 -3.5310
O -3.8108 0.9782 -4.6533
N -3.1658 0.2941 -2.6141
C -1.7400 0.5177 -2.8022
H -5.6824 0.0202 -2.1437
H -6.2455 0.0888 -3.7807
H -5.9539 1.5382 -2.9829
H -3.4194 0.0030 -1.6839
H -1.5724 1.1583 -3.6737
H -1.2985 -0.3973 -3.2028
H -1.1387 1.0241 -2.0513
C -4.4504 0.6885 1.1800
C -4.4013 1.3260 2.5147
O -3.3737 1.7431 2.9966
N -5.5712 1.2974 3.2360
C -5.8420 2.0412 4.4514
H -3.7813 -0.1692 1.0869
H -4.2821 1.3642 0.3400
H -5.4302 0.2670 0.9190
H -6.4052 0.9173 2.8230
H -4.9661 2.3848 4.9972
H -6.3796 1.4050 5.1590
H -6.4837 2.9162 4.3168
*
```

Results of the Löwdin charge analysis, in e, for atoms 1 through 8: number 1, O, carries 0.003; number 2, C, carries -0.820; number 3, O, carries -0.034; number 4, O, carries -0.077; number 5, H, carries 0.066; number 6, C, carries -0.016; number 7, C, carries -0.566; number 8, O, carries 0.058

Q: Which max |F| values were calculated for the entries above? A: 4.3 1.9 3.8 5.0, in eV Å⁻¹.